{
  "formula": "C50H47AsN3O4PbSSi",
  "method": "ωB97M-V/def2-TZVPD",
  "homo_lumo_gap_ev": 6.9,
  "charge": -1,
  "relative_energy_kj_mol": 83.5,
  "elements": ["Pb", "S", "C", "C", "C", "C", "C", "N", "H", "H", "H", "H", "O", "As", "C", "C", "C", "C", "C", "C", "C", "C", "C", "C", "C", "C", "C", "C", "C", "C", "C", "C", "H", "H", "H", "H", "H", "H", "H", "H", "H", "H", "H", "H", "H", "H", "H", "C", "N", "C", "C", "C", "C", "C", "C", "C", "C", "H", "H", "H", "H", "H", "H", "H", "H", "H", "H", "H", "H", "H", "O", "Si", "C", "C", "C", "C", "C", "C", "C", "C", "C", "C", "C", "C", "C", "C", "C", "C", "C", "C", "H", "H", "H", "H", "H", "H", "H", "H", "H", "H", "H", "H", "H", "H", "H", "O", "N", "O"],
  "xyz": [[-0.8283, -0.0049, 1.2079], [-0.1859, -2.5074, 0.4172], [-1.7557, -3.2615, 0.6124], [-1.8710, -4.6642, 0.5972], [-3.1229, -5.2377, 0.6789], [-4.2454, -4.4233, 0.7835], [-4.0414, -3.0560, 0.8186], [-2.8380, -2.4861, 0.7388], [-0.9716, -5.2608, 0.5143], [-3.2314, -6.3163, 0.6601], [-5.2444, -4.8374, 0.8318], [-4.8788, -2.3711, 0.9045], [-2.6170, 0.4274, -0.5727], [-3.0448, 0.3621, -2.1710], [-4.7500, -0.6645, -2.0456], [-5.6731, -0.1475, -1.1319], [-6.8901, -0.7726, -0.9075], [-7.2083, -1.9353, -1.6009], [-6.3074, -2.4538, -2.5184], [-5.0878, -1.8207, -2.7408], [-3.8772, 1.9855, -2.8015], [-4.0052, 3.0185, -1.8842], [-4.5812, 4.2178, -2.2779], [-5.0172, 4.3821, -3.5865], [-4.8797, 3.3465, -4.5017], [-4.3075, 2.1458, -4.1107], [-2.0872, -0.9199, -3.2770], [-1.9398, -2.1540, -2.6491], [-1.2556, -3.1855, -3.2783], [-0.7433, -2.9907, -4.5551], [-0.9115, -1.7648, -5.1913], [-1.5769, -0.7232, -4.5532], [-5.4141, 0.7485, -0.5814], [-7.5899, -0.3600, -0.1895], [-8.1562, -2.4317, -1.4284], [-6.5509, -3.3585, -3.0638], [-4.4010, -2.2418, -3.4637], [-3.6271, 2.8749, -0.8790], [-4.6822, 5.0268, -1.5660], [-5.4593, 5.3210, -3.8977], [-5.2075, 3.4803, -5.5250], [-4.1842, 1.3413, -4.8255], [-2.3514, -2.2994, -1.6587], [-1.1271, -4.1306, -2.7636], [-0.2120, -3.7932, -5.0570], [-0.5221, -1.6153, -6.1921], [-1.6697, 0.2457, -5.0254], [2.5806, -1.6258, -0.6477], [2.7265, -0.5738, -1.6935], [3.2682, -1.1360, -2.9505], [1.4151, 0.1730, -1.9057], [1.3801, 1.4149, -1.0607], [2.2341, 2.4599, -1.4242], [2.2351, 3.6466, -0.7118], [1.3428, 3.7888, 0.3443], [0.4926, 2.7452, 0.6795], [0.5032, 1.5180, 0.0109], [3.5562, -2.0706, -0.4476], [1.8907, -2.3829, -1.0155], [2.1756, -1.1817, 0.2708], [3.3699, 0.1299, -1.3244], [2.5641, -1.8780, -3.3217], [4.2312, -1.6066, -2.7600], [3.3770, -0.3444, -3.6881], [0.6049, -0.5089, -1.6539], [1.3488, 0.4255, -2.9643], [2.8842, 2.3572, -2.2943], [2.9001, 4.4561, -0.9867], [1.3141, 4.7207, 0.9024], [-0.2107, 2.8969, 1.5020], [1.4505, -0.2981, 2.2115], [2.6132, 0.2687, 3.1093], [3.9940, 1.1910, 2.1460], [4.7552, 0.4629, 1.2213], [5.7626, 1.0477, 0.4642], [6.0513, 2.3981, 0.6248], [5.3375, 3.1377, 1.5560], [4.3249, 2.5398, 2.3036], [3.5935, -1.1366, 3.9231], [4.7958, -0.9210, 4.6054], [5.5143, -1.9762, 5.1534], [5.0419, -3.2784, 5.0244], [3.8515, -3.5155, 4.3481], [3.1362, -2.4520, 3.8051], [2.0304, 1.4320, 4.4868], [1.4314, 2.6540, 4.1511], [0.9538, 3.5201, 5.1267], [1.0477, 3.1715, 6.4696], [1.6152, 1.9557, 6.8255], [2.1033, 1.1007, 5.8425], [4.5866, -0.6093, 1.1416], [6.3351, 0.4527, -0.2411], [6.8382, 2.8628, 0.0408], [5.5684, 4.1869, 1.7037], [3.7926, 3.1417, 3.0301], [5.1801, 0.0924, 4.7006], [6.4434, -1.7875, 5.6791], [5.6020, -4.1036, 5.4485], [3.4797, -4.5289, 4.2480], [2.2040, -2.6323, 3.2719], [1.3232, 2.9215, 3.1030], [0.5058, 4.4655, 4.8435], [0.6695, 3.8408, 7.2337], [1.6737, 1.6716, 7.8697], [2.5462, 0.1522, 6.1320], [-1.3167, 2.2478, -4.6226], [-0.7340, 2.4270, -3.5547], [-1.1559, 1.7379, -2.5789]],
  "forces_ev_per_a": [[0.02, 0.22, 0.26], [-0.22, -0.28, -0.02], [-0.11, -0.01, -0.01], [0.03, 0.05, -0.02], [0.10, -0.04, -0.01], [-0.06, 0.02, 0.00], [0.14, 0.01, 0.00], [-0.01, 0.00, 0.02], [-0.04, -0.03, 0.00], [0.03, 0.00, -0.01], [0.02, 0.03, 0.01], [-0.01, 0.02, -0.02], [0.29, 0.18, -0.11], [-0.61, -0.37, -0.09], [-0.05, 0.04, 0.16], [0.08, -0.10, -0.03], [0.03, -0.01, -0.02], [0.02, -0.01, -0.03], [-0.03, 0.00, 0.01], [0.00, 0.12, -0.01], [0.29, 0.09, -0.18], [0.05, -0.07, 0.01], [-0.05, -0.02, -0.08], [0.00, -0.01, 0.03], [-0.02, -0.01, 0.02], [-0.07, -0.08, 0.08], [0.08, -0.01, 0.13], [0.07, 0.07, 0.02], [0.01, 0.05, -0.05], [0.02, 0.00, 0.02], [-0.05, -0.03, 0.05], [0.00, 0.02, -0.04], [-0.03, 0.02, 0.06], [0.03, 0.00, -0.02], [0.02, 0.01, 0.00], [0.01, 0.01, 0.01], [0.02, -0.02, -0.01], [0.01, 0.03, 0.02], [0.01, 0.02, 0.01], [0.01, -0.01, 0.01], [0.01, -0.01, 0.00], [0.00, 0.02, -0.03], [0.02, -0.01, 0.02], [0.01, 0.02, -0.01], [-0.04, 0.03, 0.02], [0.00, 0.01, 0.03], [0.01, 0.02, 0.03], [0.09, -0.07, 0.18], [-0.03, -0.05, 0.05], [-0.02, -0.01, -0.03], [-0.23, 0.19, -0.01], [0.19, -0.07, -0.13], [-0.02, -0.06, -0.02], [-0.03, -0.03, 0.07], [0.03, 0.10, -0.05], [-0.08, -0.07, 0.02], [-0.04, -0.06, 0.16], [0.00, 0.07, -0.04], [0.07, 0.08, -0.05], [0.09, 0.08, -0.08], [0.11, 0.06, 0.02], [-0.04, 0.01, 0.01], [-0.02, 0.01, 0.06], [0.00, 0.04, 0.04], [-0.02, -0.06, -0.01], [0.05, -0.04, -0.01], [-0.05, 0.02, 0.05], [0.00, -0.02, 0.00], [-0.02, -0.04, -0.03], [0.09, -0.01, -0.07], [-0.20, -0.03, -0.30], [0.16, 0.00, 0.07], [-0.03, 0.13, 0.00], [0.00, -0.11, 0.07], [-0.08, -0.01, -0.03], [-0.02, 0.05, 0.02], [-0.02, -0.06, -0.01], [0.01, -0.07, -0.10], [0.00, -0.06, 0.04], [-0.04, -0.06, -0.04], [-0.04, 0.00, -0.01], [-0.05, 0.05, -0.04], [0.05, 0.06, 0.05], [-0.07, 0.01, -0.03], [-0.04, 0.07, -0.01], [-0.02, -0.03, 0.06], [0.03, -0.07, 0.02], [0.00, -0.02, -0.03], [0.00, 0.02, -0.06], [0.05, 0.03, -0.07], [-0.03, 0.06, -0.07], [0.01, -0.01, 0.05], [-0.04, -0.01, 0.02], [-0.02, -0.02, -0.01], [-0.04, 0.00, 0.00], [-0.01, -0.06, 0.00], [0.00, 0.00, 0.00], [0.00, 0.00, 0.00], [0.00, 0.01, -0.01], [0.10, 0.03, 0.04], [0.07, 0.01, 0.13], [-0.02, -0.02, -0.01], [0.01, -0.01, -0.01], [0.01, 0.00, 0.00], [-0.02, 0.05, 0.01], [-0.03, 0.15, -0.30], [-0.06, -0.11, 0.13], [0.25, -0.06, 0.08]],
  "lowdin_charge": [1.15, 0.55, -0.77, -0.12, -0.10, -0.09, -0.15, 0.01, 0.09, 0.10, 0.09, 0.10, -0.62, 1.18, -0.25, -0.10, -0.10, -0.11, -0.10, -0.09, -0.31, -0.09, -0.08, -0.10, -0.09, -0.10, -0.28, -0.13, -0.08, -0.10, -0.09, -0.09, 0.10, 0.10, 0.09, 0.10, 0.09, 0.11, 0.10, 0.09, 0.10, 0.11, 0.07, 0.10, 0.09, 0.10, 0.07, -0.07, -0.16, 0.00, -0.09, -0.28, -0.06, -0.09, -0.10, -0.17, -0.26, 0.10, 0.03, 0.05, 0.15, 0.10, 0.10, 0.10, 0.10, 0.12, 0.11, 0.10, 0.10, 0.08, -0.51, 0.40, -0.19, -0.12, -0.11, -0.11, -0.10, -0.08, -0.23, -0.10, -0.11, -0.11, -0.10, -0.08, -0.20, -0.10, -0.09, -0.11, -0.10, -0.09, 0.09, 0.09, 0.09, 0.10, 0.09, 0.11, 0.09, 0.09, 0.09, 0.10, 0.07, 0.10, 0.09, 0.09, 0.09, -0.15, -0.21, -0.25]
}



{
  "formula": "C50H47Br2N3O5PSiTa",
  "method": "ωB97M-V/def2-TZVPD",
  "homo_lumo_gap_ev": [4.5, 4.5],
  "charge": 2,
  "relative_energy_kj_mol": 727.5,
  "elements": ["Ta", "C", "C", "C", "C", "C", "O", "C", "N", "C", "C", "C", "C", "C", "C", "P", "C", "C", "C", "C", "C", "C", "C", "C", "C", "C", "C", "C", "H", "H", "H", "H", "H", "H", "H", "H", "H", "H", "H", "H", "H", "H", "H", "H", "H", "H", "H", "H", "H", "H", "H", "H", "Br", "C", "C", "C", "Br", "C", "C", "C", "C", "N", "C", "C", "O", "H", "H", "H", "H", "O", "C", "O", "C", "O", "C", "C", "C", "C", "C", "C", "H", "H", "H", "H", "H", "C", "Si", "C", "C", "N", "C", "C", "C", "C", "C", "C", "H", "H", "H", "H", "H", "H", "H", "H", "H", "H", "H", "H", "H", "H"],
  "xyz": [[-0.2285, 0.6075, -0.7905], [-3.8026, -1.9159, -2.2863], [-2.8223, -1.5289, -3.3940], [-2.8278, -0.0238, -3.6234], [-1.3973, -2.0532, -3.0826], [-1.2960, -3.5708, -3.3394], [-1.2342, -4.1283, -2.0334], [-1.0699, -3.1287, -1.1636], [-1.0487, -1.9417, -1.6555], [-0.8953, -3.6105, 0.2168], [-1.3712, -4.9125, 0.4280], [-1.1314, -5.5982, 1.6017], [-0.3249, -5.0231, 2.5694], [0.1433, -3.7346, 2.3833], [-0.1949, -2.9763, 1.2557], [0.3921, -1.2325, 1.2188], [-0.1485, -0.4800, 2.8043], [-0.6273, -1.1889, 3.8815], [-0.8663, -0.6006, 5.1193], [-0.6447, 0.7695, 5.3168], [-0.2915, 1.5516, 4.2626], [-0.0088, 1.0003, 2.9218], [2.1537, -1.5497, 1.6536], [2.8640, -0.8238, 2.6042], [4.1395, -1.2191, 2.9752], [4.7143, -2.3446, 2.4092], [4.0272, -3.0431, 1.4291], [2.7614, -2.6459, 1.0455], [-4.8034, -1.5695, -2.5352], [-3.5030, -1.4643, -1.3394], [-3.8430, -2.9962, -2.1487], [-3.1358, -2.0112, -4.3269], [-2.5393, 0.4849, -2.7075], [-3.8217, 0.3111, -3.9072], [-2.1389, 0.2557, -4.4157], [-0.6792, -1.4861, -3.6792], [-0.3937, -3.8674, -3.8837], [-2.1684, -3.9738, -3.8560], [-1.9237, -5.4010, -0.3592], [-1.5152, -6.5973, 1.7321], [-0.0534, -5.5719, 3.4587], [0.8348, -3.3267, 3.1067], [-0.8109, -2.2440, 3.7737], [-1.2227, -1.2113, 5.9344], [-0.8163, 1.2014, 6.2901], [-0.2390, 2.6258, 4.3562], [1.0486, 1.3230, 2.6290], [2.4390, 0.0397, 3.0929], [4.6669, -0.6510, 3.7277], [5.6902, -2.6739, 2.7266], [4.4829, -3.9023, 0.9665], [2.2305, -3.2074, 0.2920], [-2.6775, 2.7846, -1.2328], [-3.6226, 1.7300, 0.0409], [-4.8444, 2.1520, 0.5555], [-5.4636, 1.3946, 1.5195], [-7.1135, 2.0114, 2.2096], [-4.8701, 0.2014, 2.0059], [-5.4247, -0.6079, 3.0165], [-4.7602, -1.7367, 3.4195], [-3.5342, -2.0465, 2.8127], [-2.9738, -1.3161, 1.8838], [-3.6210, -0.2134, 1.4661], [-2.9988, 0.5617, 0.4430], [-1.8453, 0.2112, -0.0798], [-5.2841, 3.0668, 0.1900], [-6.3678, -0.3266, 3.4577], [-5.1635, -2.3810, 4.1846], [-2.9942, -2.9372, 3.1005], [-0.7960, 1.7055, 1.9594], [-0.0910, 2.2127, 0.8498], [0.3320, 1.2049, -4.1372], [0.3616, 2.1220, -3.3388], [0.1228, 1.8076, -2.0722], [0.6441, 3.5353, -3.6082], [0.9268, 3.9656, -4.9055], [1.1996, 5.3013, -5.1406], [1.1929, 6.2080, -4.0897], [0.9136, 5.7840, -2.7973], [0.6351, 4.4552, -2.5549], [0.9166, 3.2403, -5.7044], [1.4140, 5.6470, -6.1409], [1.3983, 7.2511, -4.2758], [0.9036, 6.4920, -1.9835], [0.4023, 4.1109, -1.5560], [3.6000, 1.4326, -2.8815], [3.1187, 0.0890, -1.6094], [2.1129, -1.3106, -2.4125], [4.6688, -0.6442, -0.7678], [1.9710, 0.8262, -0.4627], [2.3448, 1.8234, 0.3552], [1.3428, 2.5328, 1.0979], [1.6854, 3.6476, 1.8742], [2.9906, 4.0525, 1.9939], [3.9857, 3.3519, 1.2989], [3.6814, 2.2687, 0.5164], [4.6708, 1.4384, -3.0653], [3.3207, 2.4273, -2.5424], [3.1121, 1.2577, -3.8367], [2.7822, -1.9643, -2.9629], [1.4062, -0.8976, -3.1274], [1.5777, -1.9281, -1.6931], [4.7579, -1.7030, -0.9793], [4.6713, -0.5285, 0.3091], [5.5710, -0.1807, -1.1542], [-0.6405, 3.1204, 0.5834], [0.8916, 4.1733, 2.3837], [3.2378, 4.9134, 2.5939], [5.0065, 3.6958, 1.3635], [4.4666, 1.7738, -0.0288]],
  "forces_ev_per_a": [[3.98, -1.56, 2.38], [0.07, 0.01, -0.21], [0.07, 0.13, 0.29], [0.08, -0.45, -0.14], [-0.27, -0.22, -0.62], [0.16, 0.41, -0.69], [-0.17, -0.31, 0.45], [0.18, 0.69, -0.32], [0.58, 0.53, 0.50], [-0.03, -0.37, 0.44], [0.00, 0.05, -0.02], [0.10, 0.09, 0.06], [-0.04, 0.06, -0.05], [0.03, 0.05, -0.13], [-0.13, 0.14, -0.18], [0.54, -0.65, 0.16], [-0.24, 0.19, 0.34], [0.22, -0.28, -0.52], [0.24, 0.49, -0.33], [0.05, 0.19, 0.24], [0.05, -0.23, -0.37], [-0.51, 0.09, 0.00], [-0.15, 0.17, -0.13], [-0.08, 0.02, -0.01], [0.03, 0.01, 0.08], [-0.07, 0.07, 0.01], [0.08, -0.03, 0.04], [-0.05, 0.06, 0.03], [-0.07, -0.03, 0.01], [-0.08, 0.00, 0.00], [-0.07, -0.10, 0.05], [0.11, 0.00, 0.06], [-0.01, 0.21, 0.13], [-0.11, 0.14, 0.10], [0.11, 0.09, -0.05], [0.01, -0.08, -0.01], [-0.10, 0.05, 0.11], [0.06, 0.03, 0.10], [0.01, 0.01, -0.01], [-0.07, -0.10, 0.00], [0.05, -0.04, 0.05], [-0.03, 0.06, 0.07], [-0.06, -0.02, 0.06], [-0.06, -0.07, 0.12], [-0.05, 0.09, 0.06], [0.02, 0.12, 0.01], [0.09, -0.20, 0.28], [0.01, 0.03, 0.03], [0.07, 0.01, 0.04], [0.14, -0.02, 0.01], [0.05, -0.16, -0.09], [-0.02, -0.14, -0.07], [-0.73, 0.16, 0.15], [0.97, -0.54, -0.28], [-0.43, -0.12, 0.34], [-0.03, 0.40, -0.20], [0.18, -0.12, -0.07], [0.28, 0.03, -0.18], [0.10, -0.24, 0.10], [-0.22, 0.26, -0.07], [-0.02, 0.01, -0.10], [0.25, -0.26, -0.08], [-0.13, 0.33, -0.26], [-1.88, 1.02, 0.67], [-1.68, -0.16, 0.44], [-0.09, 0.04, 0.05], [-0.09, 0.00, 0.05], [-0.05, -0.05, 0.05], [0.08, -0.20, 0.11], [-0.33, -0.35, 1.52], [0.61, -0.88, -1.49], [0.10, 0.88, 0.26], [0.38, -0.50, -2.65], [-0.56, 1.30, -0.98], [-0.02, 0.33, 0.25], [-0.08, -0.23, 0.12], [-0.01, -0.02, -0.02], [-0.02, -0.07, 0.08], [-0.02, 0.10, 0.01], [-0.04, -0.29, -0.08], [0.04, -0.03, -0.12], [0.01, -0.04, -0.07], [0.04, 0.08, -0.03], [0.01, 0.08, 0.06], [0.06, 0.08, 0.08], [-0.17, -0.62, 0.41], [0.43, -0.13, -0.19], [0.23, 0.68, 0.34], [-0.53, 0.33, -0.39], [-1.40, -1.06, -0.50], [-0.25, 0.99, 0.98], [0.27, -0.22, -0.38], [0.21, -0.06, 0.03], [-0.18, 0.09, 0.13], [-0.12, 0.05, 0.02], [-0.09, -0.08, -0.12], [0.16, -0.03, 0.02], [-0.06, 0.14, 0.11], [-0.12, -0.04, -0.14], [0.14, -0.10, -0.14], [-0.21, 0.03, -0.22], [0.00, -0.10, 0.12], [-0.08, -0.25, -0.09], [-0.07, 0.06, 0.21], [0.14, 0.21, -0.09], [0.00, -0.23, -0.20], [-0.09, 0.20, 0.07], [0.09, 0.07, 0.05], [0.14, -0.04, 0.00], [0.19, -0.05, -0.06]],
  "lowdin_charge": [1.79, -0.04, -0.36, -0.06, -0.26, -0.06, 0.01, -0.33, 0.10, -0.11, 0.01, -0.03, -0.03, -0.11, -0.28, 1.13, -0.19, -0.06, 0.06, -0.01, 0.10, -0.32, -0.35, -0.08, -0.05, -0.05, -0.06, -0.11, 0.09, 0.06, 0.09, 0.14, 0.00, 0.10, 0.08, 0.13, 0.14, 0.14, 0.13, 0.12, 0.12, 0.12, 0.08, 0.14, 0.13, 0.14, 0.16, 0.10, 0.12, 0.12, 0.12, 0.11, 0.97, -0.51, -0.14, -0.59, 0.85, -0.17, -0.01, -0.02, -0.12, 0.14, -0.14, -0.35, -0.36, 0.11, 0.09, 0.12, 0.11, -0.11, -0.30, 0.10, -0.51, -0.28, -0.15, 0.01, -0.04, -0.04, -0.05, -0.02, 0.13, 0.12, 0.12, 0.11, 0.10, -0.13, 0.51, -0.16, -0.15, -0.20, -0.34, -0.22, -0.04, -0.06, -0.04, -0.02, 0.04, 0.03, 0.03, 0.05, 0.00, -0.01, 0.03, 0.01, 0.04, 0.09, 0.12, 0.11, 0.12, 0.09]
}